The following is a quantum chemistry calculation of the ion C19H24NO with charge +1, from the OMol25 dataset.

## Properties
Gap between HOMO and LUMO in eV: 9.39
Max |F| in hartree/bohr: 0.1037
Structure (SMILES): COC[C@@H]1CCC[N@H+]1C(c1ccccc1)c1ccccc1
ΔE to the lowest compared entry with this formula, charge and spin in kcal per mole: 60.4
Energy in eV: -23621.3757
Net charge: +1

CARTESIAN COORDINATES (ANGSTROEM)
C1 3.039 2.598 -0.654
O1 2.027 1.603 -0.735
C2 1.504 1.414 -2.023
C3 0.609 0.180 -1.989
C4 -0.324 0.192 -3.261
C5 -1.608 -0.437 -2.836
C6 -1.709 -0.239 -1.303
N1 -0.369 0.182 -0.763
C7 -0.318 0.278 0.715
C8 -1.636 -0.254 1.265
C9 -2.748 0.614 1.287
C10 -4.020 0.112 1.546
C11 -4.200 -1.245 1.872
C12 -3.074 -2.053 2.046
C13 -1.781 -1.523 1.848
C14 0.985 -0.313 1.203
C15 1.951 0.543 1.755
C16 3.238 0.078 2.013
C17 3.498 -1.290 1.965
C18 2.478 -2.175 1.581
C19 1.229 -1.687 1.144
H1 3.480 2.478 0.335
H2 3.815 2.470 -1.430
H3 2.608 3.609 -0.755
H4 0.935 2.313 -2.371
H5 2.303 1.213 -2.765
H6 1.239 -0.745 -2.027
H7 -0.445 1.234 -3.614
H8 0.187 -0.345 -4.088
H9 -2.478 0.009 -3.364
H10 -1.616 -1.504 -3.076
H11 -2.378 0.617 -1.097
H12 -2.144 -1.145 -0.859
H13 -0.539 1.229 -0.722
H14 -0.293 1.296 1.208
H15 -2.593 1.668 1.058
H16 -4.878 0.796 1.535
H17 -5.191 -1.652 2.012
H18 -3.176 -3.097 2.399
H19 -0.901 -2.100 2.141
H20 1.710 1.586 1.929
H21 4.020 0.791 2.291
H22 4.492 -1.669 2.186
H23 2.618 -3.268 1.636
H24 0.452 -2.364 0.760

Results of the Mulliken charge analysis, in e, for atoms 1 through 8: atom 1 (C): -0.758, atom 2 (O): -0.150, atom 3 (C): -1.044, atom 4 (C): -0.007, atom 5 (C): -0.840, atom 6 (C): -0.744, atom 7 (C): -0.302, atom 8 (N): 0.399

***

The following is a quantum chemistry calculation of the ion C19H32NO with charge +1, from the OMol25 dataset.

## Properties
Gap between HOMO and LUMO in eV: 10.24
Max |F| in hartree/bohr: 0.0170
Structure (SMILES): CCCCC[C@@](O)(CC[NH+]1CCCCC1)c1ccccc1
ΔE to the lowest compared entry with this formula, charge and spin in kcal per mole: 0.0
Energy in eV: -23755.1576
Net charge: +1

CARTESIAN COORDINATES (ANGSTROEM)
C1 1.655 4.428 -4.708
C2 1.177 3.719 -3.446
C3 0.380 2.461 -3.785
C4 -0.249 1.779 -2.568
C5 0.804 1.161 -1.652
C6 0.283 0.383 -0.426
O1 1.435 -0.121 0.281
C7 -0.403 1.323 0.588
C8 -1.051 0.566 1.743
N1 -0.049 -0.265 2.458
C9 -0.581 -1.560 2.932
C10 0.556 -2.426 3.460
C11 1.292 -1.711 4.589
C12 1.779 -0.350 4.102
C13 0.610 0.463 3.564
C14 -0.623 -0.764 -0.851
C15 -1.963 -0.542 -1.159
C16 -2.774 -1.584 -1.571
C17 -2.266 -2.867 -1.680
C18 -0.938 -3.100 -1.372
C19 -0.124 -2.057 -0.962
H1 0.809 4.725 -5.323
H2 2.224 5.318 -4.453
H3 2.291 3.771 -5.296
H4 2.045 3.462 -2.836
H5 0.549 4.399 -2.866
H6 1.025 1.751 -4.307
H7 -0.424 2.737 -4.471
H8 -0.840 2.516 -2.022
H9 -0.920 0.994 -2.922
H10 1.469 1.943 -1.280
H11 1.403 0.465 -2.249
H12 2.074 -0.460 -0.357
H13 -1.167 1.913 0.087
H14 0.355 2.014 0.960
H15 -1.513 1.259 2.449
H16 -1.827 -0.093 1.349
H17 0.693 -0.466 1.745
H18 -1.078 -2.059 2.097
H19 -1.316 -1.369 3.717
H20 0.147 -3.372 3.813
H21 1.251 -2.647 2.647
H22 2.137 -2.313 4.922
H23 0.623 -1.581 5.441
H24 2.249 0.198 4.917
H25 2.525 -0.481 3.315
H26 0.958 1.427 3.188
H27 -0.128 0.637 4.351
H28 -2.384 0.449 -1.086
H29 -3.808 -1.389 -1.812
H30 -2.899 -3.677 -2.005
H31 -0.526 -4.094 -1.454
H32 0.910 -2.269 -0.730

Results of the Mulliken charge analysis, in e, for atoms 1 through 8: atom 1 (C): -1.381, atom 2 (C): -0.146, atom 3 (C): -0.965, atom 4 (C): -0.237, atom 5 (C): -1.174, atom 6 (C): 1.477, atom 7 (O): -0.786, atom 8 (C): -1.286